Computed, not measured: C16H32OPSm as an isolated structure at a distorted geometry, with ωB97M-V with the def2-TZVPD basis set.

Cartesian coordinates (Å):
C1 2.045 3.136 -0.409
H1 2.161 3.342 0.661
H2 2.394 3.946 -1.052
H3 2.727 2.307 -0.659
C2 0.543 2.832 -0.704
H4 0.423 1.902 -1.290
H5 0.008 2.614 0.233
C3 -0.096 4.003 -1.443
H6 -1.184 3.939 -1.470
H7 0.154 4.939 -0.927
H8 0.257 4.074 -2.474
C4 -0.939 -2.500 -1.496
C5 -1.370 -1.368 -2.330
C6 -0.233 -0.527 -2.532
C7 0.865 -1.080 -1.798
C8 0.441 -2.299 -1.186
C9 1.258 -3.077 -0.224
C10 2.294 -0.721 -2.016
C11 -0.154 0.552 -3.562
C12 -2.780 -0.900 -2.454
C13 -1.846 -3.217 -0.568
Sm1 -0.863 -0.681 -0.119
H9 2.932 -1.026 -1.171
H10 2.641 -1.294 -2.897
H11 2.480 0.350 -2.228
H12 2.296 -2.718 -0.225
H13 0.864 -3.061 0.810
H14 1.269 -4.125 -0.551
H15 -2.821 -2.692 -0.434
H16 -2.079 -4.207 -0.966
H17 -1.327 -3.397 0.398
H18 -2.800 0.100 -2.913
H19 -3.386 -1.546 -3.106
H20 -3.294 -0.896 -1.458
H21 0.624 1.284 -3.330
H22 0.121 0.113 -4.533
H23 -1.114 1.072 -3.704
C14 0.926 -0.948 4.563
P1 -0.115 -0.032 3.421
C15 -1.813 -0.468 3.810
C16 0.294 1.696 3.538
O1 0.162 -0.434 1.967
H24 0.568 -0.845 5.594
H25 1.957 -0.568 4.555
H26 0.930 -2.024 4.340
H27 -2.063 -0.384 4.876
H28 -2.526 0.166 3.261
H29 -1.982 -1.517 3.519
H30 1.130 1.926 2.854
H31 -0.571 2.311 3.262
H32 0.590 1.948 4.565

Forces on the atoms, in the same order (eV/Å):
C -0.2 -0.9 -0.2
H 0.2 0.4 -0.4
H -0.1 0.2 0.4
H -0.4 0.0 0.2
C 0.5 -0.2 0.0
H 0.2 0.2 -0.2
H 0.1 0.3 0.1
C -0.4 0.1 0.2
H 0.0 0.0 -0.1
H 0.0 -0.2 -0.2
H 0.1 0.0 0.1
C 0.4 1.3 -1.4
C 1.1 -1.0 0.2
C 0.0 -1.2 -0.6
C 0.0 -1.0 -1.6
C 0.1 0.2 -1.2
C 0.3 -0.6 0.0
C 0.8 0.3 0.0
C 0.0 0.5 -0.1
C -0.1 -0.1 -0.6
C -0.2 -0.4 0.2
Sm -1.0 2.7 4.0
H -0.2 0.3 -0.3
H -0.1 0.3 0.4
H -0.2 -0.6 0.2
H -0.4 -0.2 0.2
H 0.2 0.0 -0.2
H 0.0 0.1 0.3
H 0.4 -0.4 0.1
H -0.2 0.0 0.2
H -0.4 0.0 -0.2
H -0.2 -0.3 0.4
H 0.0 0.1 0.4
H 0.0 0.2 -0.4
H -0.2 0.0 0.0
H -0.1 0.0 0.3
H 0.4 -0.1 0.1
C 0.2 -0.1 0.3
P 0.8 -0.6 0.2
C -0.6 0.2 0.1
C -0.2 0.6 0.4
O -0.6 -0.3 -1.0
H -0.1 0.1 -0.2
H -0.3 -0.1 -0.2
H 0.0 0.3 -0.1
H 0.2 0.1 -0.2
H 0.2 -0.1 0.1
H 0.2 0.3 0.1
H -0.3 -0.3 0.3
H 0.2 0.0 0.1
H -0.1 0.1 -0.2

Its total energy is -1702.89027 Ha. For the LUMO energy (alpha / beta), the calculation gives -7.57 / -6.70 eV. The net charge is +2. The value obtained for the HOMO energy (alpha / beta) is -15.584 / -15.525 eV. As for the multiplicity: 6. Its frontier orbital gap (alpha / beta) is 8.0166 / 8.8235 eV.

Computed, not measured: C16H33AlBr4Cl3F2MgNO10P as an isolated structure at a distorted geometry, with ωB97M-V with the def2-TZVPD basis set.

Cartesian coordinates (Å):
C1 0.374 -3.870 -0.590
C2 0.567 -2.801 -1.113
P1 0.613 -1.130 -1.806
Br1 0.559 -2.032 -4.003
C3 0.746 -0.332 -0.092
C4 2.188 0.225 0.062
N1 2.441 0.745 1.431
C5 -1.009 -0.289 -2.218
C6 -2.161 -1.316 -1.722
C7 -3.622 -0.620 -1.509
C8 -4.605 -1.741 -0.972
C9 -5.585 -1.094 0.043
C10 -6.212 0.201 -0.533
C11 -5.547 1.511 0.000
O1 -5.047 2.248 -1.119
C12 -3.780 2.829 -0.879
H1 -0.020 -4.764 -0.139
H2 1.877 -0.580 -2.131
H3 0.580 -1.070 0.705
H4 0.059 0.509 0.082
H5 2.927 -0.558 -0.168
H6 2.334 1.036 -0.675
H7 1.527 0.794 1.877
H8 2.694 1.721 1.303
H9 -1.112 -0.118 -3.314
H10 -1.175 0.667 -1.705
H11 -1.886 -1.693 -0.732
H12 -2.201 -2.167 -2.439
H13 -4.058 -0.122 -2.439
H14 -3.504 0.102 -0.691
H15 -3.995 -2.511 -0.409
H16 -5.116 -2.259 -1.798
H17 -5.037 -0.947 0.982
H18 -6.397 -1.820 0.195
H19 -7.264 0.225 -0.227
H20 -6.170 0.217 -1.630
H21 -6.243 2.110 0.592
H22 -4.748 1.197 0.694
H23 -3.131 2.215 -0.230
H24 -3.249 2.999 -1.827
H25 -3.908 3.819 -0.408
O2 -0.198 -4.650 -6.247
H26 -0.905 -5.257 -5.970
H27 -0.168 -3.950 -5.573
C13 -3.604 -2.793 2.771
Br2 -3.668 -0.960 3.388
Br3 -2.177 -3.056 1.468
Br4 -3.483 -4.059 4.185
H28 -4.537 -2.987 2.254
O3 -5.596 2.427 2.785
H29 -6.343 2.851 3.222
H30 -5.102 3.163 2.408
O4 5.511 -0.435 2.669
Cl1 5.845 0.934 2.468
O5 5.670 1.249 1.093
O6 7.179 1.184 2.881
O7 4.887 1.814 3.349
Al1 -2.990 -0.504 -3.622
C14 10.250 3.170 2.495
C15 9.155 3.407 1.489
O8 9.537 4.633 0.895
C16 10.901 4.696 0.976
O9 11.575 5.444 0.357
O10 11.376 3.778 1.858
F1 7.950 3.564 2.091
H31 10.052 3.672 3.444
H32 10.429 2.114 2.684
H33 9.077 2.637 0.718
Cl2 0.661 -4.113 -8.106
Cl3 4.849 0.672 4.762
Mg1 -3.479 -4.292 -1.558
F2 -5.360 -5.890 3.921

Forces on the atoms, in the same order (eV/Å):
C -0.8 0.2 -0.1
C 0.0 0.8 -0.7
P 0.3 0.2 2.3
Br -0.1 -0.5 -1.0
C 0.6 0.2 0.4
C -0.1 0.0 0.1
N -0.7 0.2 -0.8
C -1.1 -0.8 0.5
C 0.1 1.9 -0.5
C 0.7 -2.1 1.4
C 0.4 0.8 0.4
C -0.3 -0.6 -1.2
C -0.1 0.5 1.0
C -0.3 -0.9 -0.4
O 0.8 -0.5 0.2
C 0.0 0.8 0.1
H 0.6 0.1 -0.1
H -0.4 -0.3 -0.5
H -0.1 0.1 -0.2
H 0.0 -0.3 -0.2
H -0.2 0.1 0.0
H 0.0 -0.3 0.1
H 0.2 0.0 0.3
H 0.3 -0.1 0.3
H 1.0 0.1 0.5
H 0.4 -0.2 0.0
H -0.2 0.0 -0.2
H 0.1 0.0 0.4
H -1.0 0.4 2.6
H 0.1 0.2 -0.7
H -0.5 1.0 -0.5
H 0.0 0.3 0.1
H -0.4 0.2 -0.2
H 0.3 0.1 0.3
H 0.1 -0.1 -0.3
H -0.2 0.0 0.2
H 0.1 -0.1 -0.3
H 0.0 0.4 -0.2
H -0.3 0.1 -0.1
H -0.3 -0.1 0.1
H 0.2 -0.3 0.0
O 0.0 -0.1 0.9
H -0.1 -0.2 -0.6
H 0.2 0.3 -0.2
C -0.4 -0.2 0.7
Br 0.1 0.0 -0.1
Br 0.3 -0.1 0.0
Br -0.1 0.1 -0.3
H 0.1 0.0 -0.1
O 0.0 0.2 0.1
H 0.0 -0.1 0.1
H 0.0 0.0 0.1
O -0.3 0.4 -0.4
Cl 4.0 -3.8 -4.1
O -1.0 1.5 0.7
O -0.8 0.5 0.6
O -0.8 -1.3 2.4
Al 0.4 -0.7 -3.5
C 0.3 -0.4 0.3
C -0.3 0.3 0.2
O 0.2 -0.4 -0.1
C 0.3 0.3 -0.1
O -0.1 0.0 0.0
O -0.4 0.0 -0.1
F 0.0 0.3 -0.2
H -0.2 0.1 -0.1
H 0.2 0.0 -0.1
H -0.2 0.0 0.0
Cl -0.2 0.0 0.0
Cl -1.1 2.5 0.7
Mg 0.2 -1.1 -0.3
F 0.2 0.2 -0.1

Its total energy is -14095.63398 Ha. For the LUMO energy, the calculation gives -7.85 eV. The net charge is +1. The value obtained for the HOMO energy is -9.194 eV. As for the multiplicity: 1. Its frontier orbital gap is 1.3414 eV.

Computed, not measured: C16H33As3N2SV as an isolated structure at a distorted geometry, with ωB97M-V with the def2-TZVPD basis set.

Cartesian coordinates (Å):
V1 1.210 -1.893 -0.370
C1 2.530 0.085 -3.281
As1 1.226 -0.056 -1.829
C2 -0.361 0.179 -2.989
C3 1.497 1.774 -1.108
C4 0.958 2.100 0.290
C5 1.171 3.602 0.524
C6 1.725 1.343 1.390
As2 1.334 -0.589 1.649
C7 0.129 -0.562 3.232
C8 2.996 -0.988 2.608
C9 -0.526 1.758 0.384
As3 -1.732 2.779 -0.818
C10 -2.314 4.176 0.462
C11 -3.328 1.658 -0.530
H1 2.360 0.990 -3.874
H2 2.425 -0.803 -3.911
H3 3.540 0.083 -2.865
H4 -0.316 1.125 -3.538
H5 -1.293 0.133 -2.424
H6 -0.348 -0.654 -3.701
H7 1.052 2.474 -1.830
H8 2.583 1.936 -1.120
H9 2.233 3.840 0.506
H10 0.770 3.908 1.489
H11 0.680 4.181 -0.261
H12 1.558 1.834 2.360
H13 2.799 1.390 1.167
H14 0.461 0.160 3.984
H15 0.146 -1.568 3.663
H16 -0.901 -0.340 2.946
H17 3.170 -0.291 3.433
H18 3.821 -0.926 1.893
H19 2.967 -2.009 2.998
H20 -0.865 1.898 1.418
H21 -0.617 0.689 0.128
H22 -1.510 4.874 0.684
H23 -2.658 3.727 1.393
H24 -3.140 4.743 0.031
H25 -3.239 0.688 -1.015
H26 -4.188 2.164 -0.968
H27 -3.515 1.511 0.533
N1 0.813 -4.538 -0.281
C12 -0.453 -4.017 -0.222
C13 -1.593 -4.812 -0.150
C14 -2.837 -4.219 0.029
C15 -2.896 -2.833 0.143
C16 -1.726 -2.115 0.065
N2 -0.519 -2.668 -0.146
H28 0.891 -5.506 -0.559
H29 1.533 -3.913 -0.703
H30 -1.491 -5.885 -0.231
H31 -3.735 -4.815 0.079
H32 -3.834 -2.324 0.290
H33 -1.722 -1.040 0.194
S1 3.080 -2.433 -1.242

Forces on the atoms, in the same order (eV/Å):
V 2.4 0.7 -0.4
C 0.0 -0.1 0.0
As 0.0 1.4 -1.1
C 0.0 0.0 0.0
C 0.0 0.1 -0.3
C 0.1 0.1 0.0
C -0.1 -0.2 -0.1
C -0.1 0.0 0.2
As 0.5 0.5 0.9
C 0.1 -0.1 -0.3
C 0.1 -0.1 0.0
C -0.1 -0.1 0.1
As -0.2 0.1 0.2
C 0.0 -0.1 -0.1
C 0.0 0.1 0.0
H 0.0 -0.1 0.1
H 0.0 0.2 0.1
H -0.2 0.0 0.0
H 0.0 -0.1 0.1
H 0.0 0.0 0.0
H 0.0 0.1 0.1
H 0.2 -0.1 0.1
H -0.1 0.0 0.0
H 0.1 0.0 0.0
H -0.1 0.0 0.1
H 0.0 0.1 0.0
H 0.1 0.0 -0.2
H -0.1 0.0 0.1
H 0.0 -0.1 -0.2
H 0.0 0.2 -0.1
H 0.1 0.0 0.0
H -0.1 0.0 -0.1
H -0.1 0.0 0.1
H -0.1 0.1 -0.1
H -0.1 -0.1 -0.1
H -0.2 0.3 0.1
H 0.1 0.0 -0.1
H 0.0 -0.1 0.1
H 0.0 -0.1 -0.1
H 0.1 0.0 -0.1
H 0.0 0.0 0.0
H 0.0 0.0 0.1
N -0.6 0.0 -0.1
C 0.2 -0.6 0.1
C -0.8 0.0 0.1
C 0.8 -0.2 -0.2
C 0.0 0.1 0.0
C -0.3 0.2 0.0
N -2.0 -1.5 0.4
H 0.0 0.1 0.0
H 0.3 -0.6 -0.1
H 0.0 0.0 0.0
H 0.0 -0.1 0.0
H -0.1 0.1 0.1
H -0.1 0.0 -0.1
S 0.0 -0.2 0.4

The value obtained for the energy above the lowest of the compared OMol25 structures with the same formula, charge and spin is 71.0 kJ/mol. Its total energy is -8788.40093 Ha. For the LUMO energy (alpha / beta), the calculation gives 0.19 / 0.19 eV. The value obtained for the HOMO energy (alpha / beta) is -6.010 / -6.016 eV. As for the multiplicity: 2. Its frontier orbital gap (alpha / beta) is 6.1967 / 6.2097 eV.